Entry from the OMol25 dataset: a 6-piece molecular cluster, C18H26IN6 overall (the ωB97M-V functional and the def2-TZVPD basis).

E_LUMO in eV: -4.20
Total charge: +1
Calculated total energy in eV: -36121.828

Last column: natural (NBO) charge in e.
Geometry (Å):
I: -0.554 1.748 0.629  0.146
C: 0.023 0.734 -1.152  -0.548
C: 0.839 1.636 -2.052  -0.413
C: 1.028 1.074 -3.477  -0.452
C: 2.086 0.031 -3.530  0.314
C: 1.997 -1.228 -2.955  -0.242
C: 3.060 -2.104 -3.031  -0.071
C: 4.228 -1.746 -3.687  -0.234
C: 4.294 -0.506 -4.264  0.083
N: 3.237 0.330 -4.172  -0.434
H: 0.582 -0.112 -0.789  0.214
H: -0.885 0.400 -1.631  0.231
H: 1.824 1.789 -1.625  0.211
H: 0.342 2.594 -2.135  0.239
H: 1.360 1.904 -4.091  0.221
H: 0.101 0.670 -3.868  0.251
H: 1.092 -1.524 -2.463  0.271
H: 2.961 -3.073 -2.571  0.254
H: 5.062 -2.419 -3.748  0.260
H: 5.154 -0.160 -4.805  0.246
H: 3.315 1.239 -4.608  0.440
C: -3.478 0.911 4.051  -0.733
C: -2.382 1.838 3.851  0.359
N: -1.510 2.561 3.691  -0.412
H: -3.469 0.574 5.085  0.283
H: -4.424 1.402 3.828  0.255
H: -3.353 0.053 3.393  0.256
C: -0.027 5.300 5.399  -0.736
C: -0.753 5.864 6.525  0.282
N: -1.323 6.294 7.419  -0.332
H: 0.147 6.071 4.651  0.256
H: 0.932 4.910 5.736  0.246
H: -0.602 4.491 4.949  0.283
C: -1.257 -2.772 -4.943  -0.742
C: -1.420 -2.512 -3.524  0.308
N: -1.559 -2.304 -2.405  -0.367
H: -0.605 -2.024 -5.392  0.239
H: -0.817 -3.759 -5.071  0.295
H: -2.226 -2.738 -5.438  0.266
C: 0.012 2.459 7.897  -0.727
C: -0.716 1.472 7.120  0.320
N: -1.290 0.701 6.501  -0.372
H: -0.434 3.443 7.759  0.266
H: -0.026 2.200 8.952  0.262
H: 1.052 2.487 7.576  0.252
C: -2.417 -6.616 -2.589  -0.728
C: -1.339 -6.149 -3.445  0.332
N: -0.487 -5.789 -4.119  -0.389
H: -2.299 -7.680 -2.398  0.265
H: -2.395 -6.075 -1.645  0.264
H: -3.375 -6.445 -3.077  0.262